{"formula": "C3H8N2S", "method": "ωB97M-V with the def2-TZVPD basis set", "energy_ev": -17053.92475, "homo_energy_ev": -8.69, "spin_multiplicity": 1, "e_above_lowest_kcal_mol": 64.70, "smiles": "CSC/C=N/N", "lumo_energy_ev": 1.0, "charge": 0, "symbols": ["C", "H", "C", "H", "H", "H", "H", "H", "C", "N", "N", "H", "H", "S"], "xyz": [[-1.098, -2.611, 0.106], [-0.430, -0.210, 1.259], [0.160, 1.354, 0.054], [-1.262, -3.509, -0.350], [1.862, 2.881, -0.170], [-0.248, -2.783, 0.883], [2.248, 3.087, 1.435], [-2.095, -2.524, 0.626], [-0.730, 0.190, 0.304], [2.115, 2.361, 0.625], [1.133, 1.418, 0.911], [-1.770, 0.453, 0.345], [0.280, 1.878, -0.914], [-0.707, -1.207, -1.041]], "forces_ev_per_a": [[0.62, 2.20, 2.92], [0.08, -0.40, 0.10], [2.39, -1.43, 0.38], [0.18, -2.29, -2.09], [-0.26, 0.96, -1.35], [-1.54, 0.52, -1.31], [-0.37, -2.25, -1.75], [1.08, 0.70, -0.19], [-0.59, -0.79, -1.27], [0.70, 1.01, 2.81], [-1.04, 1.33, -0.50], [-0.54, 0.29, 0.06], [-0.69, 0.01, 0.46], [-0.01, 0.14, 1.73]]}

***

{"formula": "C3H8N2S", "method": "ωB97M-V with the def2-TZVPD basis set", "energy_ev": -17052.48403, "homo_energy_ev": [-8.21, -5.87], "spin_multiplicity": 1, "e_above_lowest_kcal_mol": 97.92, "lumo_energy_ev": [0.7, -0.9], "charge": 0, "symbols": ["H", "C", "H", "C", "H", "H", "H", "H", "N", "C", "S", "N", "H", "H"], "xyz": [[0.571, 2.247, -0.182], [-0.835, -0.952, -0.578], [0.179, 0.407, 2.296], [0.716, 1.214, 1.655], [-0.753, 0.836, -1.533], [0.527, 2.180, 1.975], [-1.927, -0.950, -0.968], [-0.930, -1.405, 0.412], [-0.023, -1.782, -1.323], [0.290, 1.277, 0.204], [1.182, -2.740, -0.693], [-0.603, 0.529, -0.493], [1.785, 1.019, 1.570], [-0.178, -1.880, -2.341]], "forces_ev_per_a": [[-0.21, -0.17, -0.76], [-3.52, 1.06, 1.50], [1.00, 1.44, -1.05], [-0.93, -3.59, -1.14], [0.56, -0.12, 2.86], [-0.16, 1.77, 1.42], [1.75, -0.33, 0.25], [0.30, 0.45, 0.15], [1.49, -1.31, -1.95], [0.84, 0.33, 0.62], [-0.31, 0.53, -0.12], [-0.99, -0.39, -3.63], [0.09, -0.04, 0.84], [0.11, 0.36, 1.04]]}

***

{"formula": "C3H8N2S", "method": "ωB97M-V with the def2-TZVPD basis set", "energy_ev": -17055.55175, "homo_energy_ev": -9.01, "spin_multiplicity": 1, "e_above_lowest_kcal_mol": 27.18, "smiles": "[H]/N=C(\\C)NSC", "lumo_energy_ev": 0.9, "charge": 0, "symbols": ["N", "C", "H", "H", "H", "S", "H", "H", "H", "H", "H", "N", "C", "C"], "xyz": [[2.225, -1.008, 0.243], [-2.218, 0.072, 0.725], [2.927, -0.227, 0.366], [2.046, 1.486, -0.631], [-2.050, -0.711, 1.535], [-1.474, -0.601, -0.873], [0.714, 0.895, -1.625], [-3.230, 0.278, 0.490], [0.359, 1.523, 0.034], [0.121, -2.161, -0.106], [-1.696, 1.041, 0.928], [0.014, -1.161, -0.340], [1.196, -0.418, -0.176], [1.067, 0.993, -0.570]], "forces_ev_per_a": [[1.67, 1.09, 0.61], [2.44, -0.61, -0.15], [-0.50, -1.49, -0.16], [-0.34, -0.08, 0.38], [-0.45, 1.24, -1.03], [-0.30, 0.13, 1.09], [-0.07, 0.72, 0.72], [-1.12, -0.01, 0.05], [-0.36, 0.46, 0.15], [-0.19, 0.94, -0.17], [-0.48, -0.94, 0.18], [0.53, -0.91, 0.16], [-1.49, -0.61, 0.09], [0.65, 0.05, -1.92]]}

***

{"formula": "C3H8N2S", "method": "ωB97M-V with the def2-TZVPD basis set", "energy_ev": -17056.12464, "homo_energy_ev": -8.95, "spin_multiplicity": 1, "e_above_lowest_kcal_mol": 13.97, "smiles": "[H]/N=C(/N)SCC", "lumo_energy_ev": 0.8, "charge": 0, "symbols": ["C", "H", "H", "H", "N", "C", "C", "H", "S", "H", "N", "H", "H", "H"], "xyz": [[-1.104, 0.763, -0.539], [-1.099, -1.398, -0.736], [-2.531, -0.684, -1.475], [2.882, -0.420, 1.962], [2.420, 0.211, 1.343], [-1.420, -0.525, -1.320], [1.163, 0.000, 0.873], [-0.977, -0.537, -2.308], [0.691, 1.113, -0.421], [-0.454, -0.948, 0.865], [0.392, -0.860, 1.423], [-1.428, 1.659, -1.081], [-1.564, 0.712, 0.469], [3.029, 0.913, 0.946]], "forces_ev_per_a": [[0.16, -0.20, -0.27], [0.09, 0.13, -0.53], [1.07, 0.47, 0.29], [-0.35, -0.47, 0.21], [0.85, 0.83, -0.41], [-1.30, -0.23, 0.34], [-0.55, -0.47, 0.85], [0.29, -0.01, -0.03], [-0.31, -0.05, -0.12], [0.15, -0.03, 0.58], [0.26, -0.02, -0.55], [-0.32, -0.24, 0.23], [0.36, 0.38, -0.54], [-0.39, -0.10, -0.06]]}

***

{"formula": "C3H8N2S", "method": "ωB97M-V with the def2-TZVPD basis set", "energy_ev": -17050.58863, "homo_energy_ev": [-9.66, -8.20], "spin_multiplicity": 1, "e_above_lowest_kcal_mol": 141.63, "lumo_energy_ev": [-0.3, -0.3], "charge": 0, "symbols": ["N", "H", "C", "H", "C", "H", "H", "H", "N", "H", "C", "H", "H", "S"], "xyz": [[-0.979, -1.302, 1.364], [-2.477, -1.862, -0.729], [1.352, 1.190, 0.946], [-2.855, -0.470, -1.752], [0.270, 0.739, 0.007], [-1.830, -1.825, 1.486], [1.065, 1.292, 2.035], [2.139, 1.920, 0.651], [-2.195, -1.169, -1.709], [1.296, -1.051, 0.760], [1.479, -0.113, 0.255], [2.157, -0.036, -0.593], [0.269, 1.135, -1.026], [-1.406, 0.000, 0.580]], "forces_ev_per_a": [[0.71, 0.26, -0.18], [0.59, 2.64, -4.02], [0.16, 1.03, 1.86], [-2.57, 1.98, 0.14], [-0.64, -0.55, -0.80], [-0.54, -0.37, 0.47], [0.47, -0.50, -1.37], [-1.16, -0.20, 0.08], [1.87, -4.61, 3.89], [0.30, -0.04, -0.02], [-0.23, -0.16, -0.25], [0.04, -0.71, 0.31], [-0.75, -0.08, 0.89], [1.74, 1.31, -1.01]]}

***

{"formula": "C3H8N2S", "method": "ωB97M-V with the def2-TZVPD basis set", "energy_ev": -17051.76827, "homo_energy_ev": [-7.57, -9.75], "spin_multiplicity": 3, "e_above_lowest_kcal_mol": 6.90, "lumo_energy_ev": [0.9, -0.2], "s2": 2.0084, "charge": 0, "symbols": ["H", "N", "N", "C", "H", "C", "H", "H", "C", "H", "H", "S", "H", "H"], "xyz": [[-1.827, 0.195, 1.594], [-1.257, -1.263, 0.334], [-0.156, 0.911, -0.779], [-2.031, -0.118, 0.582], [-2.112, 0.769, -1.329], [3.305, -0.920, -0.007], [-1.743, 2.091, 0.014], [2.642, -1.766, 0.112], [-1.569, 1.080, -0.426], [4.048, -0.915, -0.771], [0.393, 1.328, -0.038], [0.011, -0.886, -0.504], [3.407, -0.204, 0.778], [-3.111, -0.300, 0.440]], "forces_ev_per_a": [[-0.27, 0.21, 0.70], [-0.06, -0.59, -0.28], [-0.41, -1.67, 0.94], [-0.61, 2.30, -0.37], [-0.22, 1.10, 0.02], [-0.05, -0.41, 0.18], [-0.20, -0.84, -0.72], [0.14, 0.17, -0.05], [-0.63, -1.40, 0.47], [0.26, -0.07, -0.47], [0.34, 0.09, 0.14], [1.42, 0.78, -1.14], [-0.12, 0.30, 0.35], [0.42, 0.04, 0.22]]}

***

{"formula": "C3H8N2S2", "method": "ωB97M-V with the def2-TZVPD basis set", "energy_ev": -27888.51876, "homo_energy_ev": -8.37, "spin_multiplicity": 1, "e_above_lowest_kcal_mol": 73.28, "smiles": "CN(S)C(=S)CN", "lumo_energy_ev": 0.3, "charge": 0, "symbols": ["H", "N", "C", "C", "H", "S", "S", "H", "H", "H", "H", "H", "H", "C", "N"], "xyz": [[2.366, 0.155, -1.311], [-0.751, 2.188, 0.753], [-0.432, 1.387, -0.619], [0.658, -2.054, 0.423], [1.719, -2.177, 0.374], [2.071, 0.263, -0.048], [-2.061, -0.736, -0.116], [0.367, 2.360, 1.072], [-1.227, 1.472, -1.369], [0.297, -2.257, 1.409], [0.552, 1.668, -1.011], [-1.330, 1.446, 1.282], [0.423, -2.609, -0.530], [-0.561, 0.082, -0.248], [0.565, -0.615, 0.017]], "forces_ev_per_a": [[0.10, -0.27, -1.29], [3.21, -1.18, -1.40], [-1.50, 5.11, -0.05], [1.14, 1.22, -3.08], [0.78, -0.33, 0.78], [-0.01, -0.58, 1.87], [1.22, 0.87, -0.06], [-4.28, -1.00, -0.13], [0.12, 1.13, 0.19], [-0.83, -0.39, 0.04], [-0.76, 0.20, 0.15], [1.76, 1.65, -0.37], [-1.05, -0.09, 1.62], [-1.01, -6.69, 1.36], [1.10, 0.38, 0.36]]}

***

{"formula": "C3H8N2S2", "method": "ωB97M-V with the def2-TZVPD basis set", "energy_ev": -27888.26432, "homo_energy_ev": -8.67, "spin_multiplicity": 1, "e_above_lowest_kcal_mol": 79.15, "lumo_energy_ev": 0.2, "charge": 0, "symbols": ["S", "H", "H", "H", "N", "C", "H", "C", "N", "C", "H", "S", "H", "H", "H"], "xyz": [[2.868, -0.609, 0.112], [3.132, -0.227, -1.544], [-1.432, -1.942, 1.433], [0.442, 3.228, 0.627], [0.915, 1.329, -0.142], [-0.113, 2.375, 0.250], [-0.667, 2.745, -0.738], [0.391, 0.161, -0.262], [1.190, -0.858, -0.088], [-1.653, -1.744, 0.278], [0.957, -1.869, -0.577], [-1.333, -0.119, -0.305], [-0.834, 1.960, 1.065], [-2.749, -1.919, 0.121], [-1.115, -2.511, -0.229]], "forces_ev_per_a": [[0.08, 0.37, -4.10], [-0.26, -0.66, 3.78], [-0.48, 0.79, -2.36], [-0.06, 0.04, 0.09], [-2.54, 0.96, 0.35], [-0.43, -0.40, -1.55], [0.73, -0.75, 2.25], [-0.64, 3.05, 0.98], [2.05, -7.07, -1.44], [-0.57, -1.30, 3.01], [0.63, 3.65, 1.69], [-0.85, 0.75, -0.59], [1.10, 0.94, -1.58], [0.97, 0.20, 0.10], [0.29, -0.57, -0.64]]}

***

{"formula": "C3H8N3", "method": "ωB97M-V with the def2-TZVPD basis set", "energy_ev": -7699.19405, "homo_energy_ev": -13.14, "spin_multiplicity": 1, "e_above_lowest_kcal_mol": 140.31, "lumo_energy_ev": -3.8, "charge": 1, "symbols": ["H", "H", "H", "H", "C", "H", "C", "N", "N", "H", "C", "H", "H", "N"], "xyz": [[2.079, -1.939, 0.178], [-1.984, 1.706, -0.988], [1.982, 1.433, -0.322], [-1.816, -0.458, 2.409], [-0.119, 1.211, -0.390], [2.386, -1.903, -1.445], [-1.321, -0.128, 1.487], [-1.382, 1.353, -0.249], [1.693, -1.708, -0.730], [-2.835, 1.320, 1.178], [1.081, 0.876, -0.475], [1.337, -0.309, -0.688], [0.869, -2.278, -0.891], [-1.969, 0.824, 0.926]], "forces_ev_per_a": [[0.01, -0.16, 0.01], [0.02, -0.14, 0.12], [0.15, 0.49, 0.18], [-0.18, 0.29, -0.16], [-0.69, 0.18, -0.26], [-0.03, -0.13, 0.03], [-0.16, -0.57, 0.50], [0.68, 0.49, -0.74], [0.11, -0.12, -0.07], [0.43, -0.23, -0.03], [0.43, 0.31, -0.12], [-0.31, -0.25, -0.14], [0.08, -0.06, 0.01], [-0.55, -0.10, 0.67]]}

***

{"formula": "C3H8N3", "method": "ωB97M-V with the def2-TZVPD basis set", "energy_ev": -7699.20934, "homo_energy_ev": -13.48, "spin_multiplicity": 1, "e_above_lowest_kcal_mol": 139.96, "smiles": "C[NH2+][C@]12N[C@H]1N2", "lumo_energy_ev": -3.7, "charge": 1, "symbols": ["N", "C", "H", "N", "H", "H", "N", "C", "C", "H", "H", "H", "H", "H"], "xyz": [[-1.304, -1.250, -0.505], [-0.538, -0.115, -0.144], [-1.490, 1.494, 0.872], [0.914, 0.085, -0.582], [2.432, -0.547, 0.578], [1.148, 0.765, -1.290], [-1.515, 0.489, 0.746], [-1.914, 0.111, -0.581], [1.714, 0.188, 0.638], [2.346, 1.080, 0.693], [-1.500, -1.825, 0.354], [1.195, -0.028, 1.598], [1.036, -0.847, -1.078], [-2.525, 0.399, -1.298]], "forces_ev_per_a": [[0.33, -1.13, 0.65], [-0.81, 1.27, -3.13], [0.35, 0.47, -0.16], [-2.69, -2.15, 0.27], [1.66, -1.90, -0.11], [-0.43, 0.86, -0.13], [-0.41, 0.63, 2.43], [4.79, -3.42, 2.95], [1.08, 0.77, 1.59], [-0.85, 0.30, -0.10], [-0.49, 0.81, -0.82], [-0.23, 0.56, -1.03], [0.17, 1.11, 0.75], [-2.47, 1.81, -3.16]]}

***

{"formula": "C3H8N3", "method": "ωB97M-V with the def2-TZVPD basis set", "energy_ev": -7701.10934, "homo_energy_ev": -14.40, "spin_multiplicity": 1, "e_above_lowest_kcal_mol": 96.14, "smiles": "C[C@@]1([NH3+])CN=N1", "lumo_energy_ev": -4.1, "charge": 1, "symbols": ["H", "H", "H", "H", "N", "C", "C", "H", "N", "C", "H", "H", "N", "H"], "xyz": [[0.051, 1.240, -1.872], [-0.182, -1.956, -0.317], [-1.141, 0.752, 1.372], [-0.524, 1.915, 0.441], [1.566, -1.265, 0.797], [0.147, 0.016, -0.043], [-0.237, 0.267, -1.474], [0.354, 1.263, 1.594], [-0.302, 1.067, 0.913], [0.056, -1.390, 0.589], [-1.322, 0.091, -1.570], [0.416, -0.341, -2.025], [1.638, -0.161, 0.210], [-0.520, -1.499, 1.384]], "forces_ev_per_a": [[-0.29, 0.40, 0.53], [0.04, -1.09, 0.89], [-0.62, -0.02, 0.38], [-0.19, 1.16, -0.60], [-1.53, 0.35, -0.72], [2.07, -0.06, 0.54], [-0.84, 0.89, 1.19], [2.16, 0.47, 2.01], [-1.93, -0.77, -1.56], [2.85, 1.12, -4.69], [0.53, -0.13, -0.57], [0.24, -1.54, -1.08], [0.04, 0.27, 0.15], [-2.55, -1.05, 3.55]]}

***

{"formula": "C3H8N3", "method": "ωB97M-V with the def2-TZVPD basis set", "energy_ev": -7701.80989, "homo_energy_ev": -13.96, "spin_multiplicity": 1, "e_above_lowest_kcal_mol": 79.99, "lumo_energy_ev": -4.1, "charge": 1, "symbols": ["C", "H", "H", "N", "H", "H", "H", "C", "H", "N", "C", "H", "H", "N"], "xyz": [[0.528, 1.371, -1.217], [-1.275, 2.657, -0.829], [-0.063, -0.499, 2.633], [-0.641, -1.685, 0.334], [1.254, 1.880, -1.849], [1.161, -0.639, -1.646], [0.107, -2.285, 0.456], [-0.444, -0.379, -0.032], [0.342, -0.716, 3.187], [-1.187, 0.620, 0.018], [-0.644, 1.677, -0.665], [-1.530, -2.088, 0.545], [1.564, 0.076, -0.090], [0.830, 0.010, -0.846]], "forces_ev_per_a": [[0.25, 0.94, -0.88], [1.63, -2.15, 0.59], [-0.51, 0.30, -0.59], [-0.14, 2.33, -0.93], [-0.40, 0.06, 0.37], [-0.78, 1.12, 1.65], [1.67, -1.15, 0.19], [-0.10, -2.03, -0.81], [0.54, -0.25, 0.70], [-1.43, -0.23, 1.27], [-1.10, 2.82, -1.59], [-0.64, 0.49, 0.15], [-0.22, -0.43, -1.04], [1.22, -1.82, 0.91]]}

***

What is the formula in the eleventh record?
C3H8N3

***

Which formula does entry 1 have?
C3H8N2S